# C11H13AsF6O3PdS3

C11H13AsF6O3PdS3 as an isolated structure (ωB97M-V with the def2-TZVPD basis set, the OMol25 dataset).

Cartesian coordinates (Å):
Pd  -1.3379  -0.8321  0.9140
As  -0.1714  -3.8483  0.7524
S  -3.7222  1.0783  1.7758
S  -0.2380  0.6964  2.3291
S  -1.3761  0.3832  -1.0967
F  -1.5381  -3.1212  -0.1125
F  -1.0444  -5.3180  0.9424
F  0.4878  -4.3728  -0.7552
F  0.6405  -2.2896  0.5614
F  1.1880  -4.4580  1.6123
F  -0.8746  -3.2086  2.2198
O  -3.2272  -0.3591  1.8095
O  -1.3736  1.8375  -0.9258
O  -2.3366  -0.1766  -2.0419
C  -3.1663  3.6096  1.9655
C  0.4257  -1.2586  -2.3605
C  0.2513  -0.0532  -1.7004
C  -0.4499  3.3415  2.8371
C  -1.1984  2.1045  2.4066
C  2.6046  0.3508  -1.7621
C  2.8059  -0.8562  -2.4278
C  1.7031  -1.6505  -2.7259
C  4.1975  -1.3151  -2.7700
C  -2.5351  2.2438  2.0764
C  1.3330  0.7544  -1.3866
H  1.1638  1.6820  -0.8565
H  -4.2302  3.5291  1.7342
H  0.5411  3.0754  3.1976
H  4.6359  -1.8592  -1.9302
H  -0.3297  4.0184  1.9863
H  4.1945  -1.9853  -3.6296
H  1.8442  -2.6012  -3.2263
H  4.8507  -0.4707  -2.9933
H  -3.0717  4.1755  2.8932
H  -2.6953  4.1774  1.1610
H  3.4573  0.9783  -1.5266
H  -0.4300  -1.8884  -2.5686
H  -0.9781  3.8863  3.6220

Atoms 1-6, force components in eV/Å:
0.02 -0.21 0.16
-0.18 0.06 -0.17
-0.06 0.27 0.00
0.02 0.16 0.05
-0.01 0.20 -0.15
0.11 -0.08 0.06

Results
- E_HOMO (spin up / spin down) (eV) = -4.62 / -5.89
- electronic energy (eV) = -130894.14238
- multiplicity = 4
- F_max (eV/A) = 0.3
- charge = -1

# C11H13BBrNPt

C11H13BBrNPt as an isolated structure at a distorted geometry (ωB97M-V with the def2-TZVPD basis set, the OMol25 dataset).

Cartesian coordinates (Å):
Pt  0.1414  -0.1768  0.9171
Br  1.6477  -0.6107  -0.8795
N  0.5435  0.0524  2.8049
C  -1.8274  0.6054  0.2532
C  1.5994  1.4734  -4.1315
C  -2.1136  0.9169  1.6348
C  2.6860  0.6791  -3.6629
C  -1.7421  -0.8704  0.1494
C  2.3675  -0.6972  -3.9078
C  0.4596  0.0937  3.9759
C  1.0820  -0.7457  -4.5261
C  -2.1129  -0.2903  2.3716
C  0.6048  0.5933  -4.6633
C  -1.9757  -1.3900  1.4917
B  0.1970  0.0640  5.4796
H  -2.3117  -0.3934  3.4463
H  3.5956  1.0422  -3.1917
H  -1.7918  1.2888  -0.5983
H  0.5682  -1.6511  -4.8398
H  0.1370  -1.1026  5.8242
H  -2.4005  1.8933  2.0298
H  -1.6319  -1.4483  -0.7601
H  1.5447  2.5594  -4.0949
H  -2.1397  -2.4372  1.7699
H  -0.8539  0.6145  5.7618
H  1.0814  0.5972  6.1081
H  2.9902  -1.5509  -3.6579
H  -0.3448  0.8910  -5.1045

Atoms 1-6, force components in eV/Å:
-0.28 -0.21 -1.08
0.42 -0.22 -0.29
1.73 0.67 5.57
-0.42 -1.27 -0.12
0.10 -0.90 -0.08
-0.25 -0.54 -0.35

Results
- E_HOMO (spin up / spin down) (eV) = -0.06 / -0.10
- electronic energy (eV) = -87070.15643
- multiplicity = 3
- F_max (eV/A) = 5.9
- charge = -2

# C11H13Cl2P

An isolated molecule of C11H13Cl2P at a distorted geometry (ωB97M-V with the def2-TZVPD basis set, the OMol25 dataset).

Cartesian coordinates (Å):
Cl  2.6989  -2.4922  -0.4109
Cl  1.4528  1.4784  -1.3248
P  -0.5038  -1.1439  1.2487
C  -4.3971  -0.5516  -0.9353
C  1.7702  0.4365  1.2889
C  2.1760  0.2123  -0.2455
C  -3.4801  -1.4902  -1.4019
C  1.6353  -1.1042  -0.6948
C  3.7066  0.3060  -0.4449
C  -2.3216  -1.6771  -0.6259
C  -2.8199  0.3182  0.7094
C  -2.0209  -0.7921  0.4388
C  0.2286  0.6040  1.5218
C  -4.1169  0.3279  0.0845
H  -2.5515  1.0423  1.4850
H  1.5790  -1.1991  -1.8674
H  2.3357  -0.2138  1.9410
H  -1.6921  -2.5117  -0.8466
H  4.2124  1.3673  -0.4156
H  3.9358  -0.1565  -1.3618
H  -3.5772  -2.0906  -2.3992
H  4.1118  -0.3394  0.4054
H  -4.8685  1.1742  0.3023
H  -0.0434  0.9666  2.4364
H  -0.1809  1.1720  0.6829
H  2.0296  1.4382  1.5587
H  -5.4396  -0.6755  -1.1262

Atoms 1-6, force components in eV/Å:
-0.12 -0.20 0.77
-0.26 -0.12 0.31
2.93 0.58 -0.53
-0.52 -0.61 0.46
-0.98 1.90 -1.29
0.30 0.64 1.60

Results
- E_HOMO (spin up / spin down) (eV) = -7.69 / -7.69
- electronic energy (eV) = -45947.63950
- F_max (eV/A) = 5.2
- charge = 0

# C11H13ClSi

An isolated molecule of C11H13ClSi at a distorted geometry (ωB97M-V with the def2-TZVPD basis set, the OMol25 dataset).

Cartesian coordinates (Å):
Cl  4.1007  0.4388  -0.2526
Si  2.2964  -0.3569  -0.7041
C  -3.1034  -0.2395  -0.6745
C  1.4741  -1.5019  0.5438
C  -1.2932  0.8515  0.3442
C  0.6154  2.0740  0.5786
C  1.7139  -1.4455  2.0527
C  -1.1058  0.0098  -1.9453
C  0.7642  1.3790  -0.7867
C  -2.3894  -0.4091  -1.8581
C  -0.4959  1.7597  1.1619
C  -2.5515  0.3002  0.4896
C  -0.5207  0.6274  -0.8458
H  -4.1104  -0.5989  -0.7589
H  -2.8662  -0.8142  -2.7379
H  2.2608  -0.7070  -2.0805
H  1.0484  1.9842  -1.6613
H  1.6221  -2.6002  0.1330
H  2.7013  -1.6063  2.1864
H  -0.6261  -0.0188  -2.8823
H  -3.0821  0.1807  1.4235
H  -0.9241  2.2128  1.9482
H  1.4340  2.6905  0.9507
H  0.4373  -1.4683  0.1942
H  1.1632  -2.1854  2.6130
H  1.4370  -0.5568  2.5682

Atoms 1-6, force components in eV/Å:
0.54 0.00 0.22
-3.06 2.67 1.41
-0.10 -0.73 -0.21
-0.07 -2.51 -1.68
1.72 -0.18 -0.96
3.71 0.24 -2.62

Results
- E_HOMO (eV) = -8.21
- electronic energy (eV) = -32017.59004
- structure (SMILES) = CC[Si@H](Cl)[C@@H]1C=Cc2ccccc21
- F_max (eV/A) = 4.5
- charge = 0

# C11H13F9O2

An isolated molecule of C11H13F9O2 at a distorted geometry (ωB97M-V with the def2-TZVPD basis set, the OMol25 dataset).

Cartesian coordinates (Å):
F  -2.5226  -2.9308  -1.1792
F  -0.4893  -3.2350  0.5426
F  -1.8152  -1.3706  -3.1213
F  -3.1168  -3.5961  -3.9771
F  -1.1338  -4.5430  -1.7195
F  0.0890  -2.2980  -3.4659
F  1.0411  -2.9349  -0.9833
F  -1.2746  -4.7367  -4.3554
F  -1.6981  -2.8393  -5.4426
O  0.4578  3.8179  3.8259
O  0.5152  0.7938  0.7159
C  0.5258  -0.6151  0.7126
C  1.3843  1.3886  1.6626
C  1.7062  3.4639  3.2113
C  -0.3299  -1.0994  -0.4366
C  -1.1579  -2.5488  -3.1124
C  -0.2868  3.0043  2.8954
C  -1.2678  -3.1944  -1.7043
C  0.8838  3.6525  0.6876
C  -0.2486  -2.6156  -0.6546
C  -1.7965  -3.4505  -4.2163
C  0.9482  2.8422  2.0210
H  -0.0264  -0.5782  -1.3277
H  -0.6573  2.0961  3.3561
H  -1.3804  -0.8082  -0.2334
H  1.5412  -1.0066  0.6462
H  -1.0938  3.5214  2.3822
H  1.4765  0.8123  2.5811
H  2.3793  1.4409  1.2044
H  0.0922  -0.9458  1.6517
H  0.2692  3.1317  -0.0693
H  2.3838  4.2704  2.9506
H  2.2417  2.7598  3.7918
H  1.8951  3.7047  0.2956
H  0.4655  4.6464  0.8642

Atoms 1-6, force components in eV/Å:
1.04 -0.12 -0.81
-0.19 -0.11 -0.60
-0.13 -0.30 0.13
0.94 0.10 0.19
0.08 0.77 -0.45
0.97 -0.15 0.07

Results
- E_HOMO (eV) = -9.94
- electronic energy (eV) = -40168.96229
- structure (SMILES) = CC1(COCCC(F)(F)C(F)(F)C(F)(F)C(F)(F)F)COC1
- F_max (eV/A) = 2.7
- charge = 0

# C11H13N2O10P2PtS

C11H13N2O10P2PtS as an isolated structure at a distorted geometry (ωB97M-V with the def2-TZVPD basis set, the OMol25 dataset).

Cartesian coordinates (Å):
Pt  -0.2165  -0.4049  -0.2560
S  -4.6270  -1.3735  0.0873
P  2.8685  -1.1356  0.5197
P  0.7814  -1.5323  2.6294
O  2.0144  -0.0130  0.0137
O  0.8423  -2.9158  0.3942
O  -0.0123  -0.3522  2.2076
O  3.8787  -1.7955  -0.3320
O  -0.1579  -2.6454  3.3030
O  1.7850  -1.2445  3.8268
O  0.8176  -0.9229  -4.2104
O  0.5614  -1.8725  -2.2740
O  0.1729  0.2546  -2.5038
O  3.6559  -0.5775  1.8857
N  0.5188  -0.8567  -3.0200
N  -1.7528  1.4079  -0.0632
C  -3.7755  -2.8592  -0.0600
C  2.5855  -3.5342  1.9592
C  -3.0131  0.9487  -0.0137
C  1.7742  -2.4030  1.3432
C  -2.4331  -2.6874  -0.1948
C  -3.8554  3.1903  0.0263
C  -2.0394  -1.3195  -0.1810
C  -4.0971  1.8315  0.0271
C  -3.1199  -0.4901  -0.0331
C  -1.5268  2.7129  -0.0705
C  -2.5455  3.6509  -0.0192
H  -2.3216  4.7084  -0.0171
H  3.2125  -3.9726  1.1830
H  -0.4867  3.0136  -0.1213
H  -1.0500  -2.5159  2.9405
H  -4.3334  -3.7828  -0.0404
H  -4.6829  3.8887  0.0520
H  1.9107  -4.2926  2.3582
H  1.1764  -2.7958  -0.5108
H  4.5879  -0.5155  1.6285
H  -1.7421  -3.5113  -0.3028
H  2.5814  -0.7978  3.4630
H  -5.1030  1.4328  0.0448
H  3.2191  -3.1639  2.7636

Atoms 1-6, force components in eV/Å:
-0.79 -1.12 0.30
0.48 0.12 -0.04
0.38 0.19 0.28
-0.33 0.00 0.35
-0.55 0.21 -0.09
0.00 -0.15 0.11

Results
- E_HOMO (spin up / spin down) (eV) = -4.51 / -4.59
- electronic energy (eV) = -67736.08484
- F_max (eV/A) = 1.8
- charge = -1

# C11H13N2O6Ti

C11H13N2O6Ti as an isolated structure at a distorted geometry (ωB97M-V with the def2-TZVPD basis set, the OMol25 dataset).

Cartesian coordinates (Å):
Ti  -0.5013  0.4077  0.9000
O  -2.3227  -1.5765  2.5134
O  -2.3686  0.5952  -1.2395
O  3.1001  -1.9163  -1.8412
O  -0.1070  2.0912  1.6611
O  -0.6515  -0.7237  -3.6688
O  0.6711  -0.6787  -0.3378
N  -0.4057  3.9914  2.8062
N  0.8660  3.9894  0.8355
C  0.3636  -1.0732  -3.0908
C  -1.5366  0.5970  -0.4344
C  -0.4242  5.4458  2.8579
C  0.8171  5.9558  2.1930
C  2.0105  -1.6242  -2.2693
C  0.8421  -1.0302  -1.5453
C  -1.6648  -0.8144  1.9556
C  0.8787  5.4428  0.7750
C  1.2030  3.3008  -0.3980
C  0.1341  3.3498  1.7711
C  -1.4010  3.3214  3.6168
H  1.8913  2.4405  -0.2117
H  1.2551  -1.5453  -3.3737
H  -0.0086  5.7926  0.1977
H  1.7113  3.9950  -1.0635
H  -2.2788  2.9775  3.0363
H  -1.3410  5.7998  2.2940
H  -0.9804  2.4390  4.1326
H  0.7720  7.0583  2.1665
H  -0.5212  5.7195  3.9296
H  -1.7571  4.0210  4.3725
H  1.7196  5.6609  2.7555
H  0.3074  2.9044  -0.9390
H  1.8298  5.7417  0.2166

Atoms 1-6, force components in eV/Å:
9.45 0.77 5.76
2.17 2.41 -1.59
1.76 0.40 0.66
-3.99 0.69 -3.42
-0.25 -1.28 -0.51
4.47 -1.62 1.53

Results
- E_HOMO (spin up / spin down) (eV) = -15.88 / -15.88
- electronic energy (eV) = -49975.73437
- multiplicity = 2
- F_max (eV/A) = 12.6
- charge = +2

# C11H13N3O7

An isolated molecule of C11H13N3O7 at a distorted geometry (ωB97M-V with the def2-TZVPD basis set, the OMol25 dataset).

Cartesian coordinates (Å):
O  -0.1300  3.2259  -0.7012
O  1.5057  -0.8914  0.4769
O  4.0654  2.7945  0.6356
O  -3.0762  -2.9432  1.2896
O  -4.0031  -2.9871  -1.8742
O  -2.8192  -4.9047  -1.8755
O  -3.8047  -0.8246  1.4557
N  2.8461  0.9012  0.6193
N  1.9118  3.1219  0.2697
N  -1.0502  -0.7296  -0.1444
C  0.7273  2.5300  -0.1238
C  -2.9848  -3.5830  -1.6750
C  -0.8088  0.6539  -0.1926
C  0.4652  1.1437  0.0046
C  2.0932  4.5592  0.1645
C  1.6066  0.3355  0.3872
C  -1.8336  -2.6871  -1.1948
C  -3.1187  -1.8026  0.8512
C  3.9265  0.0560  1.1919
C  2.9664  2.2796  0.5205
C  -2.2967  -1.4446  -0.4323
H  -4.3274  -1.2968  2.1335
H  4.9194  0.5755  1.2575
H  -0.2520  -1.3203  0.1400
H  2.6218  4.7788  -0.7496
H  2.6484  4.8811  1.0793
H  -1.1582  -3.3554  -0.5649
H  -1.3187  -2.3970  -2.0964
H  3.6275  -0.2623  2.1943
H  -2.9369  -0.8405  -1.0700
H  1.1353  5.1104  0.1962
H  4.1139  -0.8553  0.5753
H  -3.6580  -5.1506  -2.2602
H  -1.6033  1.3289  -0.4881

Atoms 1-6, force components in eV/Å:
0.80 -0.12 0.93
0.19 -0.09 0.21
0.17 -0.24 0.24
-0.36 1.42 -0.45
-1.55 -0.55 -0.60
0.73 1.21 0.33

Results
- E_HOMO (eV) = -9.09
- electronic energy (eV) = -30422.27903
- structure (SMILES) = CN1C(=O)C(=CN[C@@H](CC(=O)O)C(=O)O)C(=O)N(C)C1=O
- F_max (eV/A) = 4.7
- charge = 0

- Look up the electronic energy of the fifth one.
  -40168.96229 eV

- Among the records above, which one has the lowest electronic energy?
  C11H13AsF6O3PdS3

- Which formula does entry 3 have?
  C11H13Cl2P

- Look up the charge of the first one.
  -1